C72H79CoGe2N6O3S2Si | ωB97M-V/def2-TZVPD

Structure (ORCA input):
```
! RIJCOSX wB97M-V def2-TZVPD def2/J DEFGRID3
* xyz -1 2
Co -0.1798 -0.1680 0.3215
N 2.6256 5.2791 6.0655
C 2.5402 4.1522 5.2599
C 3.4804 3.9147 4.2550
C 3.4284 2.7502 3.5108
C 2.4440 1.8187 3.7753
C 1.4937 2.0470 4.7513
C 1.5372 3.2115 5.4887
S 2.4606 0.2128 2.9901
O 1.7052 -0.6496 3.8572
O 3.8322 -0.1773 2.7735
N 1.6433 0.3171 1.5659
C 2.3656 0.4567 0.4712
N 1.7082 0.0370 -0.6479
C 2.3884 -0.0327 -1.7762
C 3.7177 0.3507 -1.8518
C 4.2580 0.8977 -0.6910
N 3.6024 0.9720 0.4438
H 3.1133 6.0607 5.6564
H 1.7658 5.5344 6.5275
H 4.2491 4.6536 4.0711
H 4.1416 2.5437 2.7288
H 0.7443 1.2913 4.9231
H 0.7927 3.3991 6.2492
H 1.8523 -0.4145 -2.6362
H 4.2832 0.2576 -2.7648
H 5.2644 1.3061 -0.6767
C -5.4850 4.0437 0.9033
C -4.3679 4.7244 1.3543
C -3.1640 4.0598 1.5076
C -3.0428 2.7023 1.2295
C -4.1736 2.0419 0.7655
C -5.3842 2.6957 0.6097
Ge -1.3131 1.6593 1.6006
C -1.7832 1.0979 3.4853
C -1.2110 -0.0723 3.9703
C -1.5029 -0.5428 5.2389
C -2.3750 0.1588 6.0550
C -2.9779 1.3110 5.5755
C -2.6925 1.7648 4.2982
C -0.0136 3.1954 1.7951
C 0.9620 3.3636 0.8220
C 1.8788 4.3964 0.8792
C 1.8033 5.3180 1.9074
C 0.8288 5.1771 2.8810
C -0.0553 4.1129 2.8346
H -6.4255 4.5639 0.7724
H -4.4374 5.7793 1.5892
H -2.2931 4.6104 1.8359
H -4.1028 0.9927 0.5176
H -6.2512 2.1544 0.2550
H -0.5223 -0.6180 3.3430
H -1.0454 -1.4627 5.5747
H -2.5996 -0.1949 7.0541
H -3.6770 1.8581 6.1993
H -3.1982 2.6449 3.9241
H 0.9909 2.6654 -0.0047
H 2.6407 4.4886 0.1152
H 2.5051 6.1403 1.9584
H 0.7650 5.8986 3.6861
H -0.7919 3.9959 3.6190
C -3.9632 -1.8895 0.4843
C -3.5482 -2.7923 1.6429
C -3.9277 -2.0848 2.9423
C -4.3318 -4.0985 1.5332
Si -1.6187 -3.0561 1.5561
O -0.9902 -1.6995 1.0303
C -0.9021 -3.7076 3.1974
C 0.3749 -3.3123 3.5783
C 0.9511 -3.7622 4.7533
C 0.2701 -4.6506 5.5676
C -0.9862 -5.0915 5.1840
C -1.5607 -4.6194 4.0169
C -1.1305 -4.4267 0.3085
C -1.4190 -5.7761 0.4874
C -0.9079 -6.7369 -0.3676
C -0.0858 -6.3637 -1.4180
C 0.2092 -5.0263 -1.6137
C -0.3089 -4.0747 -0.7567
H -5.0212 -1.6287 0.5520
H -3.7906 -2.3847 -0.4652
H -3.3710 -0.9779 0.5029
H -5.0011 -1.8829 2.9672
H -3.4046 -1.1357 3.0228
H -3.6669 -2.6819 3.8129
H -5.4051 -3.8988 1.4973
H -4.1391 -4.7455 2.3849
H -4.0577 -4.6414 0.6308
H 0.9232 -2.6213 2.9611
H 1.9305 -3.4008 5.0269
H 0.7145 -5.0059 6.4895
H -1.5211 -5.8058 5.8000
H -2.5446 -4.9783 3.7470
H -2.0470 -6.0827 1.3135
H -1.1332 -7.7850 -0.2088
H 0.3358 -7.1108 -2.0764
H 0.8486 -4.7235 -2.4314
H -0.0573 -3.0331 -0.8961
C 1.4469 -2.6131 -5.4383
C 0.3015 -2.9274 -6.3956
C -0.8890 -3.5784 -5.6741
C -2.2074 -2.8097 -5.8195
N -2.2809 -1.5970 -5.0052
C -2.1791 -1.6915 -3.6212
S -0.6750 -1.1997 -2.8438
N -2.8977 -2.7078 -2.9857
C -4.3370 -2.7452 -3.1552
C -4.9497 -4.0496 -2.6474
C -4.5384 -5.3066 -3.4160
C -3.1176 -5.7501 -3.0895
H 2.2908 -2.1815 -5.9751
H 1.7903 -3.5179 -4.9389
H 1.1150 -1.9100 -4.6777
H 0.6651 -3.5952 -7.1829
H -0.0179 -2.0000 -6.8791
H -0.6695 -3.6462 -4.6062
H -1.0395 -4.5940 -6.0448
H -3.0254 -3.4694 -5.5245
H -2.3695 -2.5082 -6.8578
H -1.6394 -0.8859 -5.3399
H -2.6028 -2.7986 -2.0189
H -4.5503 -2.6143 -4.2177
H -4.8207 -1.9103 -2.6211
H -6.0343 -3.9368 -2.7071
H -4.6904 -4.1801 -1.5954
H -4.6384 -5.1334 -4.4917
H -5.2265 -6.1149 -3.1472
H -2.4073 -4.9563 -3.2997
H -2.8433 -6.6262 -3.6745
H -3.0377 -6.0070 -2.0355
C -1.2259 0.0926 -1.6897
Ge -1.5144 1.7965 -2.7362
C -0.6221 3.5056 -2.2705
C 0.3361 4.0905 -3.0852
C 0.7952 5.3694 -2.8267
C 0.2954 6.0830 -1.7513
C -0.6379 5.4970 -0.9152
C -1.0890 4.2184 -1.1770
C -3.4586 2.2344 -2.7413
C -3.9482 3.5149 -2.5313
C -5.3060 3.7718 -2.5846
C -6.1959 2.7468 -2.8549
C -5.7216 1.4631 -3.0685
C -4.3622 1.2176 -3.0208
C -1.0927 1.7042 -4.6913
C -1.9168 2.3624 -5.5969
C -1.5599 2.4762 -6.9284
C -0.3744 1.9213 -7.3779
C 0.4464 1.2438 -6.4929
C 0.0936 1.1527 -5.1575
H -2.2430 -0.2030 -1.4089
H 0.7203 3.5394 -3.9333
H 1.5375 5.8145 -3.4753
H 0.6372 7.0909 -1.5611
H -1.0138 6.0320 -0.0554
H -1.8164 3.7573 -0.5261
H -3.2617 4.3258 -2.3356
H -5.6687 4.7752 -2.4084
H -7.2567 2.9506 -2.9074
H -6.4107 0.6535 -3.2708
H -3.9853 0.2216 -3.2238
H -2.8412 2.8010 -5.2457
H -2.1987 3.0069 -7.6212
H -0.0835 2.0316 -8.4136
H 1.3691 0.8014 -6.8412
H 0.7468 0.6524 -4.4567
*
```

Properties
Highest occupied orbital energy (alpha / beta)   -4.3 / -4.8 eV
HOMO-LUMO gap (alpha / beta)   4.904 / 5.413 eV
Energy   -271238.3533 eV